ORCA calculation (wB97M-V/def2-TZVPD) on a single C6H11NO molecule at a distorted geometry.

max |F| = 0.0577 hartree/bohr
HOMO level = -8.6 eV
Kohn-Sham gap = 9.52 eV
SMILES string = C=C(CCC=O)NC

Atoms and positions in Å:
C1 1.70 0.00 1.18
C2 0.81 -0.01 0.20
C3 -0.37 -1.00 -0.05
C4 -1.64 -0.32 0.41
C5 -2.24 -0.94 1.67
O1 -3.00 -0.29 2.34
N1 0.73 1.07 -0.73
C6 1.23 1.04 -2.10
H1 2.58 0.62 1.19
H2 1.60 -0.78 1.93
H3 -0.23 -1.30 -1.08
H4 -0.19 -1.83 0.63
H5 -2.40 -0.36 -0.40
H6 -1.62 0.77 0.49
H7 -1.89 -1.95 1.94
H8 0.97 1.94 -0.25
H9 1.04 0.10 -2.59
H10 0.67 1.83 -2.63
H11 2.26 1.40 -2.15

---

ORCA calculation (wB97M-V/def2-TZVPD) on a single C6H11NO molecule at a distorted geometry.

max |F| = 0.1226 hartree/bohr
HOMO level = -8.9 eV
Kohn-Sham gap = 9.89 eV
SMILES string = C1=C\COCCNC/1

Atoms and positions in Å:
C1 -1.27 -0.21 -1.09
C2 -1.57 -0.58 0.16
C3 -0.98 0.01 1.61
O1 0.35 -0.29 2.01
C4 1.57 0.33 1.47
C5 1.06 0.16 -0.01
N1 1.50 0.19 -1.51
C6 0.06 0.23 -1.98
H1 -1.82 -0.67 -1.89
H2 -2.51 -1.28 0.21
H3 -1.66 -0.36 2.25
H4 -1.12 1.09 1.55
H5 2.41 -0.20 1.89
H6 1.63 1.38 2.01
H7 0.31 0.79 -0.07
H8 0.78 -0.89 0.10
H9 1.74 -0.83 -1.70
H10 -0.34 1.30 -2.14
H11 -0.14 -0.17 -2.91

---

ORCA calculation (wB97M-V/def2-TZVPD) on a molecular structure, C6H11NO at a distorted geometry.

max |F| = 0.1835 hartree/bohr
HOMO level = -8.6 eV
Kohn-Sham gap = 9.17 eV

Atoms and positions in Å:
C1 1.00 1.67 0.38
C2 0.53 0.22 -0.19
C3 1.34 -0.41 -1.15
C4 -0.99 0.32 -0.62
C5 -1.79 -0.37 0.54
C6 -0.55 -1.03 1.33
H1 0.23 1.72 1.46
H2 2.23 1.59 0.19
H3 0.16 2.55 -0.37
H4 1.41 0.28 -1.97
H5 2.35 -1.27 -1.02
H6 0.44 -1.13 -1.59
H7 -1.14 -0.21 -1.53
H8 -1.39 1.20 -0.98
H9 -2.59 -1.15 0.10
H10 -2.54 0.30 1.27
H11 -0.90 -2.24 1.88
N1 0.58 -0.79 0.85
O1 1.62 -1.26 1.42

---

ORCA calculation (wB97M-V/def2-TZVPD) on a single C6H11NO molecule at a distorted geometry.

max |F| = 0.0839 hartree/bohr
HOMO level = -7.9 eV
Kohn-Sham gap = 8.91 eV
SMILES string = C[C@H]1[C@@H]2OCC[C@@]12N

Atoms and positions in Å:
C1 -0.12 -1.90 1.91
C2 -0.73 -0.91 0.82
C3 -0.24 0.60 0.94
O1 -0.52 1.75 0.17
C4 0.61 1.72 -0.87
C5 1.01 0.25 -1.04
C6 -0.26 -0.38 -0.42
N1 -1.33 0.01 -1.30
H1 0.83 -1.39 2.20
H2 -0.58 -2.05 2.91
H3 0.11 -3.00 1.48
H4 -1.73 -1.04 0.57
H5 0.77 0.84 1.34
H6 1.34 2.60 -0.74
H7 0.00 2.11 -1.81
H8 1.13 -0.02 -2.11
H9 2.07 -0.13 -0.67
H10 -0.82 -0.12 -2.24
H11 -1.56 1.07 -1.15

---

ORCA calculation (wB97M-V/def2-TZVPD) on a molecular structure, C6H11NO at a distorted geometry.

max |F| = 0.0506 hartree/bohr
HOMO level (spin up / spin down) = -7.6 / -7.6 eV
Kohn-Sham gap (spin up / spin down) = 7.29 / 7.30 eV

Atoms and positions in Å:
C1 0.07 1.24 -0.21
C2 0.82 -2.43 -0.61
C3 0.02 2.37 0.74
C4 -1.49 0.02 -0.64
C5 1.20 -1.02 -0.25
C6 0.01 -0.13 0.28
N1 -0.25 -0.56 1.55
O1 2.30 -0.55 -0.40
H1 0.62 1.41 -1.14
H2 0.05 0.14 2.23
H3 0.29 -2.44 -1.56
H4 1.74 -3.00 -0.72
H5 0.20 -2.88 0.17
H6 -1.01 2.57 1.05
H7 0.56 2.24 1.69
H8 0.50 3.26 0.31
H9 -2.09 -0.78 -0.20
H10 -2.23 0.83 -0.61
H11 -1.30 -0.27 -1.68

---

ORCA calculation (wB97M-V/def2-TZVPD) on a single C6H11NO molecule.

max |F| = 0.0152 hartree/bohr
HOMO level = -9.5 eV
Kohn-Sham gap = 10.24 eV
SMILES string = CC(C)(C)[C@@H]1NC1=O

Atoms and positions in Å:
C1 -0.52 1.01 1.35
C2 -0.32 0.16 0.09
C3 -0.45 -1.32 0.45
C4 -1.38 0.53 -0.96
C5 1.06 0.47 -0.46
N1 1.79 -0.46 -1.36
C6 2.22 -0.35 -0.10
O1 3.03 -0.72 0.69
H1 -0.43 2.07 1.12
H2 0.23 0.75 2.10
H3 -1.51 0.83 1.77
H4 -1.41 -1.51 0.91
H5 -0.37 -1.95 -0.44
H6 0.33 -1.62 1.15
H7 -2.37 0.32 -0.59
H8 -1.32 1.59 -1.20
H9 -1.22 -0.04 -1.88
H10 1.20 1.51 -0.75
H11 1.44 -1.25 -1.88

---

ORCA calculation (wB97M-V/def2-TZVPD) on a single C6H11NO molecule at a distorted geometry.

max |F| = 0.1348 hartree/bohr
HOMO level = -9.5 eV
Kohn-Sham gap = 10.31 eV
SMILES string = CC[C@H]1[C@H](C)N1C=O

Atoms and positions in Å:
C1 0.99 0.60 -2.24
C2 1.28 0.18 -0.84
C3 0.14 0.57 0.11
C4 -0.74 -0.57 0.37
C5 -2.26 -0.34 0.63
N1 0.15 0.10 1.41
C6 0.95 -0.23 2.36
O1 2.18 0.01 2.23
H1 1.69 0.22 -2.99
H2 0.46 1.51 -2.50
H3 0.15 0.06 -2.62
H4 2.34 0.41 -0.50
H5 1.38 -1.00 -1.07
H6 -0.51 1.54 -0.04
H7 -0.56 -1.50 0.06
H8 -2.33 -0.88 1.61
H9 -2.77 0.70 0.90
H10 -2.92 -0.69 -0.29
H11 0.40 -0.71 3.40

---

ORCA calculation (wB97M-V/def2-TZVPD) on a molecular structure, C6H11NO.

max |F| = 0.0125 hartree/bohr
HOMO level = -7.5 eV
Kohn-Sham gap = 8.18 eV

Atoms and positions in Å:
C1 -0.63 -1.41 -0.15
C2 1.92 -0.68 -0.05
C3 -0.92 1.40 -1.56
C4 -0.54 -0.76 1.15
C5 0.47 -0.34 -0.21
C6 -0.01 0.97 -0.45
O1 -1.36 0.81 0.90
N1 -0.34 -1.16 2.34
H1 -1.09 1.34 1.67
H2 0.08 -0.48 2.96
H3 -1.52 -1.26 -0.75
H4 -0.28 -2.44 -0.14
H5 0.67 1.76 -0.12
H6 2.37 -1.03 -0.98
H7 2.05 -1.46 0.70
H8 2.49 0.20 0.28
H9 -0.30 1.53 -2.46
H10 -1.41 2.35 -1.35
H11 -1.68 0.65 -1.78

---

ORCA calculation (wB97M-V/def2-TZVPD) on a single C6H11NO molecule at a distorted geometry.

max |F| = 0.0644 hartree/bohr
HOMO level = -9.0 eV
Kohn-Sham gap = 9.85 eV
SMILES string = CC(C)=N[C@@]1(C)CO1

Atoms and positions in Å:
C1 2.20 1.40 0.02
C2 1.02 0.45 0.05
C3 1.44 -0.90 0.53
N1 -0.11 0.85 -0.35
C4 -1.39 0.19 -0.25
C5 -1.72 -0.69 -1.44
C6 -1.96 -0.11 1.09
O1 -2.41 0.94 0.32
H1 2.16 2.25 -0.76
H2 2.29 1.86 1.01
H3 3.13 0.81 -0.21
H4 2.41 -0.65 1.04
H5 1.76 -1.67 -0.33
H6 0.76 -1.42 1.21
H7 -1.72 -0.16 -2.31
H8 -2.75 -1.00 -1.39
H9 -1.05 -1.44 -1.57
H10 -2.73 -0.83 1.36
H11 -1.34 0.13 1.97

---

ORCA calculation (wB97M-V/def2-TZVPD) on 2 unconnected molecules or ions with the total composition C6H11NO at a distorted geometry.

max |F| = 0.0239 hartree/bohr
HOMO level = -9.8 eV
Kohn-Sham gap = 10.66 eV
SMILES string = C1CCOC1.CC#N

Atoms and positions in Å:
C1 -0.99 1.83 0.30
C2 -1.46 1.68 -1.17
C3 -0.82 0.37 -1.63
O1 0.27 0.12 -0.76
C4 -0.08 0.60 0.51
H1 -1.80 1.80 1.03
H2 -0.46 2.77 0.42
H3 -1.07 2.51 -1.74
H4 -2.55 1.71 -1.20
H5 -0.40 0.47 -2.64
H6 -1.54 -0.46 -1.69
H7 0.78 0.80 1.14
H8 -0.64 -0.16 1.08
C5 1.84 -2.62 0.65
C6 1.70 -1.83 1.86
N1 1.59 -1.18 2.80
H9 1.88 -3.68 0.90
H10 2.76 -2.34 0.15
H11 1.00 -2.40 -0.01

---

ORCA calculation (wB97M-V/def2-TZVPD) on a single C6H11NO molecule at a distorted geometry.

max |F| = 0.1104 hartree/bohr
HOMO level = -9.0 eV
Kohn-Sham gap = 9.65 eV
SMILES string = C[C@@]12CCO[C@H]1[C@H]2N

Atoms and positions in Å:
C1 0.67 -0.12 -1.29
C2 0.47 -0.28 0.15
C3 1.13 0.88 0.92
C4 0.00 1.93 0.61
O1 -1.08 1.31 -0.18
C5 -0.87 -0.06 0.51
C6 -0.56 -1.53 0.26
N1 -0.74 -2.32 -0.92
H1 1.03 -1.26 -1.55
H2 1.59 0.54 -1.39
H3 -0.26 0.37 -1.81
H4 1.14 0.68 2.00
H5 2.25 1.06 0.64
H6 -0.39 2.47 1.51
H7 0.37 2.78 0.03
H8 -1.12 -0.01 1.53
H9 -0.69 -1.97 1.29
H10 -1.65 -2.89 -0.58
H11 -1.30 -1.57 -1.71

---

ORCA calculation (wB97M-V/def2-TZVPD) on a single C6H11NO molecule at a distorted geometry.

max |F| = 0.1943 hartree/bohr
multiplicity = 3
HOMO level (spin up / spin down) = -4.4 / -9.1 eV
Kohn-Sham gap (spin up / spin down) = 5.41 / 7.66 eV

Atoms and positions in Å:
C1 -0.66 -0.34 -0.73
C2 0.38 -0.47 0.12
C3 -1.84 0.43 -0.02
C4 -0.83 -0.84 -2.14
C5 1.74 -0.91 0.19
C6 0.87 1.29 1.83
N1 -0.02 0.17 1.54
O1 -1.25 0.99 1.09
H1 -2.11 1.22 -0.75
H2 -2.66 -0.28 0.14
H3 0.02 -1.16 -2.68
H4 -1.33 -0.21 -2.82
H5 -1.52 -1.68 -2.11
H6 1.87 -1.80 0.78
H7 2.28 -0.25 0.76
H8 2.09 -0.99 -0.83
H9 0.35 1.84 2.48
H10 1.80 1.04 2.28
H11 0.83 1.95 0.89